(1)
ORCA calculation (wB97M-V/def2-TZVPD) on C15H25NO2 in the gas phase.

The geometry in XYZ format:
```
43
Properties=species:S:1:pos:R:3:forces:R:3
C 3.1794 1.3615 5.8550 0.2 -0.1 -0.1
H 4.0972 1.6996 6.3309 0.1 0.1 0.1
H 2.4834 1.0431 6.6279 -0.1 0.0 0.1
H 2.7359 2.1978 5.3197 -0.1 0.1 0.0
C 3.4673 0.2087 4.8914 -0.1 0.2 0.1
C 2.1976 -0.2580 4.2376 0.1 -0.1 -0.1
C 1.4138 -1.2418 4.8319 -0.1 -0.1 0.0
C 0.2285 -1.6332 4.2426 0.1 0.0 0.1
C -0.2033 -1.0582 3.0581 -0.2 0.1 -0.3
C 0.5700 -0.0727 2.4564 0.1 0.0 0.2
C 1.7666 0.3182 3.0569 -0.1 0.0 -0.1
H 2.3514 1.0847 2.5712 0.1 0.1 -0.1
O 0.2583 0.5698 1.2972 0.2 0.0 0.1
C -0.9216 0.2106 0.6105 -0.4 0.1 -0.2
C -0.9992 1.0603 -0.6554 0.4 -0.2 0.2
H -1.9666 0.8889 -1.1323 -0.1 0.1 0.0
C 0.1429 0.7727 -1.6317 -0.2 -0.2 -0.1
C 0.0196 -0.5754 -2.3623 0.1 0.2 0.2
N -1.1289 -0.7414 -3.2305 -0.4 0.0 0.0
H -1.9876 -0.6589 -2.6951 0.1 -0.1 -0.1
C -1.1732 0.1484 -4.3739 -0.3 0.1 -0.2
C -2.2691 -0.2997 -5.3376 0.2 -0.1 0.1
O -2.2585 0.5552 -6.4566 0.2 0.1 0.2
C -3.2092 0.2021 -7.4260 0.0 0.0 0.0
H -3.1103 0.9214 -8.2364 -0.1 -0.1 0.0
H -4.2284 0.2458 -7.0206 0.0 0.0 0.0
H -3.0296 -0.8100 -7.8106 0.0 0.0 0.0
H -3.2518 -0.2598 -4.8387 0.1 0.0 0.0
H -2.0888 -1.3412 -5.6426 0.0 0.1 0.0
H -0.2114 0.0893 -4.8891 0.0 0.1 0.0
H -1.3548 1.2040 -4.1174 0.1 -0.1 -0.1
H -0.0128 -1.3896 -1.6337 0.1 0.0 0.0
H 0.9116 -0.7183 -2.9791 0.0 -0.1 0.1
H 1.0814 0.7817 -1.0767 0.1 0.1 0.0
H 0.1855 1.5727 -2.3730 0.1 0.0 0.0
H -0.9530 2.1092 -0.3571 -0.1 0.0 0.0
H -0.9046 -0.8582 0.3585 0.0 0.1 0.1
H -1.8010 0.4052 1.2417 0.1 -0.1 0.0
H -1.1340 -1.3842 2.6210 -0.1 0.0 -0.1
H -0.3765 -2.3991 4.7060 0.0 -0.1 0.0
H 1.7372 -1.7008 5.7546 0.1 -0.1 0.1
H 3.9235 -0.6159 5.4429 0.0 0.0 -0.1
H 4.1739 0.5443 4.1302 0.0 -0.1 0.0
```
Forces are in eV/Å.

**E**: -21545.0169 eV
**HOMO level**: -8.451 eV
**SMILES string**: CCc1cccc(OCCCCNCCOC)c1
**HOMO-LUMO gap**: 9.313 eV
**Largest force on an atom**: 0.010 Eh/bohr
**E_LUMO**: 0.86 eV
**Energy relative to the best compared isomer or geometry (same formula, charge and spin)**: 40.6 kcal per mole

***

(2)
ORCA calculation (wB97M-V/def2-TZVPD) on C15H25NO2S in the gas phase.

The geometry in XYZ format:
```
44
Properties=species:S:1:pos:R:3:forces:R:3
O 3.6306 1.5831 1.0663 -0.4 -1.3 -2.2
O 3.7911 -0.8472 0.7843 -0.7 0.5 -1.2
C -1.4229 1.5590 0.0298 0.0 -0.7 0.7
C -1.1104 -0.6493 -0.9801 -0.5 2.4 1.1
C -2.3870 1.0101 0.8809 -0.9 -1.7 -0.1
C -2.1278 -1.1344 -0.1778 -0.3 -0.2 0.3
C -0.7663 0.7368 -0.8764 -0.2 -0.9 -1.3
C -2.8144 -0.3599 0.7673 0.4 1.4 0.0
N 2.0984 0.3886 -0.7672 1.1 -0.6 1.1
C -4.7969 -0.0837 2.5021 0.3 0.7 -0.5
C -3.2418 -2.0623 2.5749 0.9 1.1 -1.1
C -4.9939 -1.7240 0.7192 0.8 -0.4 -0.7
C 6.2527 0.7902 -0.6460 -0.3 1.3 0.7
C 4.8071 -0.3915 -2.3245 0.6 -0.5 1.0
C 0.1903 1.3545 -1.8980 -0.3 0.2 0.6
C 1.5586 1.6456 -1.2655 0.1 0.4 -0.5
C -3.9329 -1.0189 1.6314 -0.7 -0.6 0.1
C 4.8194 0.6895 -1.2071 0.4 -1.0 -0.2
S 3.5658 0.4324 0.1325 0.7 1.0 1.6
H -1.1220 2.6069 0.1124 -0.3 -0.3 0.0
H -0.6740 -1.2770 -1.7158 0.5 -0.4 -0.5
H -2.8935 1.5942 1.6310 0.0 0.4 0.0
H -2.4229 -2.1618 -0.3103 0.0 -0.3 0.0
H 1.3977 -0.0400 -0.1499 0.4 -0.2 -0.1
H -5.3834 0.6180 1.8761 0.5 -0.1 0.3
H -4.1706 0.4652 3.2050 -0.2 0.2 0.1
H -5.5550 -0.6380 3.0657 0.4 -0.2 0.0
H -3.9318 -2.4503 3.2751 -0.9 -0.5 0.7
H -2.8200 -2.8940 1.9898 0.0 0.3 0.2
H -2.4346 -1.5505 3.1448 -0.4 -0.4 -0.4
H -5.9013 -2.0622 1.2557 0.6 0.3 -0.1
H -5.3009 -1.0557 -0.1129 0.1 -0.3 0.5
H -4.5294 -2.6159 0.2525 -0.4 0.3 0.1
H 6.9644 1.0606 -1.4343 -0.4 -0.2 -0.2
H 6.3708 1.6210 0.1023 -0.3 -1.0 -0.4
H 6.5610 -0.1627 -0.2312 0.0 -0.1 0.2
H 5.1454 -1.3664 -1.8795 -0.3 0.8 -0.5
H 5.5377 -0.1087 -3.1167 -0.6 -0.1 0.5
H 3.8155 -0.5269 -2.7350 -0.1 0.0 -0.2
H -0.2465 2.2962 -2.2653 0.2 -0.2 0.2
H 0.2721 0.6979 -2.7635 0.2 -0.1 0.1
H 2.2260 2.0434 -2.0464 -0.1 0.0 0.4
H 1.4552 2.3744 -0.4517 0.0 0.1 -0.2
H 4.5203 1.6136 -1.6441 -0.2 1.0 -0.2
```
Forces are in eV/Å.

**E**: -32380.6003 eV
**HOMO level**: -9.027 eV
**SMILES string**: CC(C)S(=O)(=O)NCCc1ccc(C(C)(C)C)cc1
**HOMO-LUMO gap**: 9.728 eV
**Largest force on an atom**: 0.052 Eh/bohr
**E_LUMO**: 0.70 eV
**Energy relative to the best compared isomer or geometry (same formula, charge and spin)**: 36.4 kcal per mole